{
  "formula": "H18HfO9",
  "method": "ωB97M-V with the def2-TZVPD basis set",
  "de_lowest_kcal_mol": 518.0,
  "charge": 4,
  "lumo_energy_ev": -15.163,
  "gap_ev": 13.5,
  "homo_ev": -28.7,
  "spin_multiplicity": 1,
  "energy_ha": -733.6302,
  "elements": ["O", "O", "H", "O", "H", "H", "O", "H", "H", "H", "O", "H", "O", "O", "O", "O", "H", "H", "H", "H", "H", "Hf", "H", "H", "H", "H", "H", "H"],
  "xyz": [[0.60158, 1.51731, 0.77214], [1.75503, 0.24536, -0.40900], [0.61495, 2.43172, 0.48948], [0.84741, -1.58893, -0.60066], [-0.78809, 0.90836, 2.30252], [0.56798, 1.17811, -2.05295], [-0.78019, -0.49521, -1.68326], [-1.04024, -0.58271, 2.23157], [1.16656, -1.88801, -1.45208], [2.32404, 0.62976, 0.25784], [-1.14613, -1.33071, 0.27222], [2.29974, 0.20515, -1.19508], [1.13801, -0.72980, 1.25810], [-1.65990, 0.73469, -0.08431], [-0.85483, 0.18052, 1.68444], [0.09025, 1.37636, -1.24753], [0.80616, -2.38280, -0.06745], [-0.85292, -1.22579, -2.29743], [-2.44853, 0.36185, -0.47837], [1.17476, -0.79904, 2.21208], [-1.78673, -1.62686, -0.37442], [0.04691, 0.02942, -0.04063], [-0.29639, 2.23795, -1.40372], [0.75786, 1.55547, 1.71572], [-1.94423, 1.57684, 0.27086], [-1.21362, 0.23447, -2.12591], [2.01615, -0.97403, 0.96575], [-1.39559, -1.77943, 1.08010]],
  "forces_ev_per_angstrom": [[3.0, 12.7, 8.0], [17.1, 3.4, -5.5], [0.6, 1.1, -0.1], [3.4, -9.5, -4.5], [-0.6, 0.5, 0.9], [0.6, 0.7, -1.1], [-3.2, -2.5, -8.3], [-0.5, 0.0, 1.1], [0.5, -0.6, -0.8], [1.1, 0.9, -0.2], [-7.6, -10.0, 2.7], [1.0, -0.2, -0.8], [5.6, -4.2, 9.8], [-11.1, 6.4, -2.2], [-1.6, 0.1, 8.9], [1.0, 10.1, -9.3], [0.0, -1.0, 0.1], [-0.1, -1.0, -0.7], [-1.0, 0.1, -0.1], [0.0, -0.3, 1.1], [-0.5, -0.9, -0.2], [-6.6, -6.4, 0.8], [-0.4, 1.1, -0.4], [0.6, 0.7, 0.9], [-0.8, 0.7, 0.4], [-0.6, 0.1, -0.9], [0.7, -1.0, 0.4], [-0.6, -1.0, 0.3]]
}

{
  "formula": "H18KrO9",
  "method": "ωB97M-V with the def2-TZVPD basis set",
  "de_lowest_kcal_mol": 27.5,
  "lumo_energy_ev": -0.135,
  "gap_ev": 10.8,
  "homo_ev": -11.0,
  "spin_multiplicity": 1,
  "energy_ha": -3441.5371,
  "elements": ["H", "H", "O", "H", "O", "H", "H", "O", "H", "O", "H", "O", "H", "H", "O", "H", "O", "H", "O", "Kr", "H", "H", "O", "H", "H", "H", "H", "H"],
  "xyz": [[-1.14665, 3.34427, 0.18233], [0.42240, 2.75229, -1.65013], [-0.89138, 3.09916, 1.07170], [1.17441, -2.04546, -1.85747], [1.02926, -3.79190, 1.31954], [1.90000, -3.54355, 1.00911], [-1.48733, -1.26261, 3.10682], [-0.94813, -0.74573, 3.70543], [3.94589, 0.67671, -1.29657], [1.33320, 1.25019, 2.35945], [-0.11856, -1.22098, 3.75228], [-2.76765, -1.37007, -1.96677], [1.14762, 0.31610, 2.26307], [1.76897, 3.36645, -1.33163], [1.35546, 2.54519, -1.59765], [0.84213, -3.17565, 2.02766], [0.72058, -2.32893, -2.65114], [2.26087, 1.33454, 2.13913], [3.06474, 0.32269, -1.17622], [-0.28133, -0.23588, 0.00362], [0.62703, -1.53130, -3.17197], [-3.39391, -1.76408, -2.57404], [-3.86661, 0.80419, -0.61885], [2.48358, 1.06677, -1.33374], [-3.07198, 0.34161, -0.88493], [-0.31869, 2.34087, 0.95664], [-2.23380, -2.10412, -1.66278], [-3.55010, 1.55923, -0.12291]],
  "forces_ev_per_angstrom": [[-0.2, 0.2, -0.2], [-0.2, -0.1, -0.1], [-0.2, 0.2, 0.0], [0.2, 0.1, 0.2], [-0.2, -0.1, -0.1], [0.3, 0.0, -0.1], [-0.3, -0.1, -0.2], [0.1, 0.2, 0.0], [0.2, 0.0, -0.1], [-0.1, 0.3, 0.1], [0.2, -0.1, 0.2], [0.2, 0.1, 0.0], [-0.1, -0.2, 0.0], [0.2, 0.3, 0.1], [0.1, -0.1, -0.1], [-0.1, 0.1, 0.2], [-0.2, -0.3, 0.0], [0.3, 0.1, -0.1], [0.2, -0.5, 0.2], [-0.1, -0.1, -0.1], [0.0, 0.2, -0.1], [-0.2, 0.0, -0.1], [-0.2, 0.3, 0.1], [-0.5, 0.4, -0.1], [0.1, -0.5, -0.3], [0.4, -0.3, 0.3], [0.3, -0.2, 0.0], [0.0, 0.2, 0.2]]
}

{
  "formula": "H18O9",
  "method": "ωB97M-V with the def2-TZVPD basis set",
  "de_lowest_kcal_mol": 12.7,
  "charge": -1,
  "lumo_energy_ev": [2.489, 2.795],
  "gap_ev": [2.9, 10.4],
  "homo_ev": [-0.4, -7.6],
  "spin_multiplicity": 2,
  "energy_ha": -687.9359,
  "elements": ["H", "H", "H", "H", "O", "O", "H", "O", "H", "H", "O", "O", "O", "H", "H", "H", "H", "H", "H", "O", "H", "H", "H", "O", "H", "O", "H"],
  "xyz": [[-1.02853, -3.62583, 1.25741], [-1.34762, 1.03124, -3.58793], [-0.47235, 3.26486, 2.58413], [-1.82501, 0.02820, -2.55938], [2.04679, 1.94360, -1.40221], [0.33824, 2.77960, 2.43015], [0.82602, -0.24016, -2.79343], [-1.17445, -2.72042, 1.53161], [-2.12049, -2.59612, 1.45547], [-0.54225, -2.39467, 4.52414], [-1.13220, 0.66637, -2.72962], [0.08313, 0.34416, 0.29296], [1.56446, -0.70694, -2.40221], [-0.67955, -2.06543, 3.05286], [2.03218, 1.08769, -1.83050], [0.10166, 2.11697, 1.78116], [1.57528, -2.05608, 2.06695], [1.44410, -2.42832, 0.60541], [-0.17891, 0.43454, -0.62323], [-0.32702, -1.72490, 3.87505], [-1.41543, 2.21906, -1.78026], [1.14355, 2.25545, -1.45822], [-0.29677, -0.48956, 0.57010], [-1.27987, 3.14466, -1.57749], [-0.65988, 3.44739, -2.24096], [2.07432, -2.11047, 1.25195], [1.25070, -1.60476, -2.29401]],
  "forces_ev_per_angstrom": [[0.1, -0.4, -0.2], [-0.2, 0.2, -0.7], [-0.2, 0.1, 0.0], [-0.7, -0.9, 0.2], [0.3, 0.6, -0.2], [0.2, 0.3, 0.4], [-0.7, 0.1, -0.2], [0.2, 0.2, -0.1], [-0.5, 0.2, -0.2], [0.0, -0.1, 0.2], [0.9, 0.3, 0.4], [0.0, 0.4, 0.5], [0.6, 0.0, -0.2], [-0.2, -0.2, -0.6], [0.1, -0.5, 0.1], [0.1, -0.5, -0.5], [-0.2, 0.2, 0.3], [-0.2, 0.1, -0.2], [0.0, 0.0, -0.4], [0.4, 0.4, 0.7], [0.0, -0.6, -0.2], [-0.3, 0.1, 0.2], [-0.1, -0.4, 0.1], [0.0, 0.9, 0.5], [0.1, 0.1, -0.2], [0.4, -0.3, 0.0], [-0.1, -0.3, 0.1]]
}

{
  "formula": "H18O9",
  "method": "ωB97M-V with the def2-TZVPD basis set",
  "de_lowest_kcal_mol": 54.4,
  "lumo_energy_ev": 0.033,
  "gap_ev": 10.7,
  "homo_ev": -10.7,
  "spin_multiplicity": 1,
  "energy_ha": -687.9391,
  "smiles": "O.O.O.O.O.O.O.O.O",
  "elements": ["H", "H", "O", "H", "O", "O", "H", "H", "H", "H", "H", "H", "O", "H", "H", "H", "O", "O", "H", "H", "H", "H", "O", "O", "H", "O", "H"],
  "xyz": [[-18.41714, -4.32153, -22.03363], [-20.42716, 0.51910, -17.88302], [-22.26658, -2.72777, -18.40041], [-22.91690, -3.42980, -18.42211], [-16.39416, -3.05480, -19.66700], [-21.04358, 0.90100, -18.50784], [-15.49001, -3.20175, -19.38923], [-20.85155, -1.39452, -16.22892], [-19.78571, -4.81466, -19.26751], [-16.61961, -0.52770, -18.27246], [-17.09246, -2.09938, -20.85314], [-20.46183, -6.13089, -18.94767], [-19.59957, -5.72795, -19.04962], [-19.16854, -2.42171, -20.01501], [-20.62301, 1.71147, -18.79504], [-16.64607, -3.86814, -20.10431], [-17.57344, -1.59671, -21.51057], [-19.65384, -2.87832, -19.32783], [-19.61225, -5.21858, -21.79094], [-20.01342, -0.17442, -15.91143], [-21.73045, -2.87310, -19.17995], [-19.91487, -2.18749, -18.71886], [-19.37208, -4.34352, -22.09561], [-20.24212, -0.77109, -16.62411], [-17.93477, -1.24531, -18.05499], [-17.26790, -0.73226, -17.59859], [-17.09100, -1.74241, -22.32435]],
  "forces_ev_per_angstrom": [[0.2, 0.1, -0.1], [-0.1, -0.4, 0.2], [-0.2, 0.1, 0.4], [-0.2, -0.1, 0.1], [0.1, -0.1, 0.1], [-0.2, 0.4, -0.5], [0.3, 0.1, 0.2], [-0.4, -0.2, -0.1], [0.1, 0.8, 0.1], [0.1, 0.1, -0.2], [0.6, 0.0, 0.5], [-0.1, -0.2, 0.1], [0.2, -0.6, -0.2], [0.1, 0.1, -0.7], [0.0, 0.2, -0.2], [-0.2, -0.5, 0.1], [-0.6, 0.3, -0.4], [0.0, -0.1, 0.0], [-0.1, -0.3, 0.2], [0.3, 0.1, 0.2], [0.3, 0.0, -0.4], [-0.2, 0.3, 0.5], [-0.1, 0.2, -0.1], [0.4, -0.3, 0.1], [-0.2, -0.3, 0.0], [0.1, 0.2, 0.3], [0.0, 0.1, -0.3]]
}

{
  "formula": "H18O9",
  "method": "ωB97M-V with the def2-TZVPD basis set",
  "de_lowest_kcal_mol": 91.7,
  "lumo_energy_ev": -0.332,
  "gap_ev": 10.3,
  "homo_ev": -10.6,
  "spin_multiplicity": 1,
  "energy_ha": -687.8797,
  "smiles": "O.O.O.O.O.O.O.O.O",
  "elements": ["H", "H", "H", "H", "O", "H", "H", "H", "O", "H", "H", "O", "H", "O", "H", "H", "H", "H", "H", "H", "O", "H", "O", "O", "H", "O", "O"],
  "xyz": [[-0.34770, -0.32626, 3.22111], [2.33430, -2.06326, -0.85089], [-0.28870, 3.25274, -0.95389], [-3.51170, -1.18126, -0.72989], [0.34830, 2.54174, -0.73089], [0.34930, -2.57726, -0.38989], [-1.01770, 1.57174, 3.92411], [-0.32970, -0.47126, 1.07611], [-0.31470, -1.26626, 2.80411], [-0.55970, 1.51374, 2.56911], [1.40830, -1.21826, -1.62089], [1.77430, -1.20726, -0.73789], [2.10930, 1.72174, -0.51589], [-0.31170, 1.39274, 3.42211], [0.31730, -1.70926, 3.35711], [2.90830, 0.48674, -0.95689], [0.29830, -3.90726, -1.19689], [-2.80970, -0.02226, -0.60189], [0.52030, 0.69774, -2.79789], [-0.27370, 0.81374, -0.11489], [2.93930, 1.45774, -1.01889], [-0.81370, 1.38574, -2.82989], [-0.85970, 0.20074, 0.44411], [-3.66770, -0.35126, -0.59989], [0.23630, 1.95174, -1.44789], [-0.16870, -3.45526, -0.44989], [-0.26870, 0.76774, -2.27289]],
  "forces_ev_per_angstrom": [[0.1, -1.8, -0.9], [-1.0, 2.1, 0.9], [0.7, -0.4, 0.7], [0.9, -8.2, -1.2], [-0.4, 2.9, 1.7], [-1.4, -1.8, 0.2], [-4.2, 1.2, 3.1], [-1.4, 2.2, -2.1], [-0.4, 2.1, 0.5], [-1.2, 0.6, -4.5], [-0.7, 0.6, -0.5], [1.8, -2.8, -0.5], [1.6, -0.1, -0.9], [5.1, -1.6, 1.3], [0.5, -0.5, 0.2], [0.1, 0.4, 0.1], [-0.7, 0.4, 1.0], [2.6, 1.5, 0.5], [0.9, -0.3, -0.5], [-0.9, -1.6, 1.8], [-1.5, -0.2, 0.7], [0.3, -1.1, 0.7], [2.0, -0.7, 0.9], [-3.4, 6.6, 0.8], [0.0, -1.1, -1.2], [1.9, 1.3, -1.0], [-1.4, 0.3, -1.8]]
}

{
  "formula": "H18O9",
  "method": "ωB97M-V with the def2-TZVPD basis set",
  "de_lowest_kcal_mol": 51.4,
  "lumo_energy_ev": 0.168,
  "gap_ev": 10.3,
  "homo_ev": -10.1,
  "spin_multiplicity": 1,
  "energy_ha": -687.9439,
  "smiles": "O.O.O.O.O.O.O.O.O",
  "elements": ["H", "H", "O", "H", "H", "H", "H", "O", "H", "H", "H", "H", "O", "O", "H", "H", "H", "H", "O", "H", "H", "H", "O", "O", "O", "O", "H"],
  "xyz": [[23.32274, 25.17545, 1.99275], [20.41287, 24.43141, 4.43680], [19.68152, 21.07715, 5.88168], [24.88890, 20.56836, 7.36697], [22.53694, 23.88854, 9.92133], [24.25927, 21.60104, 6.73692], [21.71683, 23.85587, 5.76169], [21.96286, 20.73226, 4.05024], [21.19211, 22.10612, 8.68477], [21.09571, 23.80286, 10.24205], [21.85387, 22.79852, 6.89065], [20.08474, 20.99385, 6.72365], [19.25963, 23.76081, 7.39905], [21.01624, 25.13072, 4.67740], [22.41018, 24.95647, 3.27571], [22.58102, 21.31679, 4.52885], [22.22148, 21.15501, 8.16659], [19.75533, 24.50846, 7.77261], [24.07612, 21.06794, 7.52216], [20.43001, 25.89702, 4.81230], [20.43359, 21.22087, 5.29036], [22.24323, 20.67409, 3.12535], [22.22783, 23.09908, 6.08941], [21.31395, 21.45986, 8.04415], [23.01893, 24.56821, 2.64238], [21.67389, 23.74789, 9.53069], [19.86459, 23.15847, 6.89423]],
  "forces_ev_per_angstrom": [[0.0, 1.0, -0.5], [-0.5, -0.5, -0.3], [-0.7, 0.5, -1.5], [-0.1, -0.9, 1.1], [0.4, 0.0, -0.1], [-1.2, 1.0, 0.0], [0.4, -0.1, 0.3], [0.3, 0.1, 0.1], [-0.4, 2.0, 2.1], [-1.9, 0.2, 2.0], [-0.7, -0.7, 1.5], [0.6, -0.3, 1.4], [0.5, -0.2, -0.3], [-0.3, 0.9, 0.0], [0.0, 0.5, -0.1], [-0.4, -0.1, -0.5], [0.1, -0.2, -0.2], [0.1, -0.7, -0.4], [1.3, 0.0, -1.0], [0.4, -0.4, 0.0], [-0.1, -0.3, -0.2], [0.0, 0.2, 0.4], [1.0, 0.7, -1.9], [0.4, -2.1, -1.5], [0.0, -1.5, 0.6], [1.4, 0.0, -1.8], [-0.8, 0.8, 0.7]]
}